Below is C41H53BeN6O4 as an isolated structure in a non-equilibrium geometry, with properties calculated with wB97M-V/def2-TZVPD.

* lowest unoccupied orbital energy (alpha / beta): 0.125 / -0.375 eV
* multiplicity: 2
* molar mass: 702.925 Da
* HOMO-LUMO gap (alpha / beta): 6.474 / 6.595 eV

Element x y z (Å)
Be  12.770  -20.658  4.490
C  13.267  -21.023  9.079
C  11.944  -21.286  8.244
O  12.116  -21.168  6.867
H  14.021  -21.678  8.643
H  13.121  -21.492  10.052
H  13.626  -19.994  9.113
H  11.265  -20.456  8.443
H  11.614  -22.302  8.459
N  15.265  -21.294  5.062
C  15.270  -22.298  5.986
C  16.423  -22.707  6.651
C  17.629  -22.016  6.392
C  17.734  -21.002  5.443
C  16.469  -20.692  4.809
H  14.411  -22.844  6.346
H  16.419  -23.433  7.450
H  18.554  -22.263  6.891
H  18.595  -20.359  5.337
H  16.401  -19.795  4.213
N  14.008  -18.507  5.383
C  13.944  -18.291  6.745
C  14.384  -17.275  7.485
C  15.065  -16.257  6.776
C  15.234  -16.431  5.378
C  14.757  -17.568  4.717
H  13.430  -18.981  7.398
H  14.166  -17.228  8.541
H  15.526  -15.390  7.227
H  15.896  -15.692  4.951
H  14.930  -17.795  3.676
N  10.444  -26.892  8.687
C  9.916  -28.038  8.224
C  9.582  -28.123  6.903
C  9.835  -27.033  6.053
C  10.300  -25.837  6.544
C  10.646  -25.814  7.829
H  9.650  -28.814  8.925
H  9.020  -28.918  6.435
H  9.473  -27.002  5.036
H  10.603  -25.067  5.849
H  11.095  -24.923  8.242
N  10.343  -22.135  3.990
C  9.619  -22.429  5.115
C  8.540  -23.270  5.138
C  8.286  -24.049  4.005
C  8.984  -23.760  2.818
C  9.969  -22.804  2.893
H  9.825  -21.802  5.970
H  7.957  -23.262  6.047
H  7.460  -24.743  4.055
H  8.712  -24.288  1.916
H  10.491  -22.653  1.959
N  10.556  -19.084  4.840
C  10.362  -18.211  5.884
C  9.501  -17.083  5.929
C  8.667  -16.877  4.852
C  8.833  -17.695  3.692
C  9.718  -18.791  3.811
H  10.920  -18.374  6.794
H  9.579  -16.487  6.826
H  7.904  -16.117  4.761
H  8.102  -17.469  2.930
H  9.776  -19.451  2.959
N  18.750  -19.055  10.606
C  17.716  -19.957  10.539
C  16.774  -19.925  9.540
C  16.864  -18.929  8.538
C  17.969  -18.084  8.549
C  18.908  -18.201  9.571
H  17.756  -20.787  11.229
H  16.014  -20.684  9.429
H  16.081  -18.919  7.794
H  18.110  -17.387  7.736
H  19.807  -17.604  9.615
C  12.874  -20.563  13.039
C  11.532  -20.504  12.305
O  10.816  -21.496  12.135
C  11.281  -19.153  11.722
H  13.672  -20.253  12.365
H  13.154  -21.571  13.344
H  12.950  -19.835  13.846
H  11.452  -18.488  12.569
H  10.243  -18.867  11.551
H  11.889  -18.953  10.840
C  7.366  -21.271  10.566
C  7.443  -21.226  9.060
O  6.976  -22.104  8.398
C  7.963  -20.078  8.302
H  7.010  -22.219  10.967
H  6.716  -20.483  10.948
H  8.353  -21.052  10.976
H  7.455  -19.128  8.466
H  7.885  -20.344  7.248
H  9.015  -19.922  8.543
C  14.626  -24.410  11.432
C  13.390  -24.337  12.371
O  13.393  -24.051  13.586
C  12.074  -24.455  11.624
H  14.304  -24.238  10.405
H  14.995  -25.435  11.401
H  15.543  -23.914  11.749
H  11.898  -25.404  11.118
H  11.987  -23.588  10.969
H  11.268  -24.294  12.341

Löwdin atomic charge list, values in e, 99 entries: number 1, Be, carries 0.6165; number 2, C, carries -0.0923; number 3, C, carries -0.4317; number 4, O, carries -0.4238; number 5, H, carries 0.0436; number 6, H, carries 0.0406; number 7, H, carries 0.0401; number 8, H, carries 0.0631; number 9, H, carries 0.0799; number 10, N, carries 0.0206; number 11, C, carries -0.1477; number 12, C, carries -0.0638; number 13, C, carries -0.0878; number 14, C, carries -0.0463; number 15, C, carries -0.1206; number 16, H, carries 0.0940; number 17, H, carries 0.0998; number 18, H, carries 0.1005; number 19, H, carries 0.0983; number 20, H, carries 0.0781; number 21, N, carries 0.0619; number 22, C, carries -0.1865; number 23, C, carries -0.1036; number 24, C, carries -0.0392; number 25, C, carries -0.0593; number 26, C, carries -0.1279; number 27, H, carries 0.0731; number 28, H, carries 0.1170; number 29, H, carries 0.1032; number 30, H, carries 0.0954; number 31, H, carries 0.1015; number 32, N, carries 0.0612; number 33, C, carries -0.1604; number 34, C, carries -0.0785; number 35, C, carries -0.0699; number 36, C, carries -0.1049; number 37, C, carries -0.1266; number 38, H, carries 0.1014; number 39, H, carries 0.0966; number 40, H, carries 0.0990; number 41, H, carries 0.1019; number 42, H, carries 0.0927; number 43, N, carries 0.0463; number 44, C, carries -0.1439; number 45, C, carries -0.0757; number 46, C, carries -0.0654; number 47, C, carries -0.0720; number 48, C, carries -0.1805; number 49, H, carries 0.0835; number 50, H, carries 0.1006; number 51, H, carries 0.1026; number 52, H, carries 0.0990; number 53, H, carries 0.0989; number 54, N, carries 0.0534; number 55, C, carries -0.1270; number 56, C, carries -0.0699; number 57, C, carries -0.0798; number 58, C, carries -0.0468; number 59, C, carries -0.1518; number 60, H, carries 0.0858; number 61, H, carries 0.0986; number 62, H, carries 0.0983; number 63, H, carries 0.0950; number 64, H, carries 0.0881; number 65, N, carries 0.0512; number 66, C, carries -0.1380; number 67, C, carries -0.0684; number 68, C, carries -0.0667; number 69, C, carries -0.0744; number 70, C, carries -0.1497; number 71, H, carries 0.0982; number 72, H, carries 0.0774; number 73, H, carries 0.0736; number 74, H, carries 0.0944; number 75, H, carries 0.0975; number 76, C, carries -0.0153; number 77, C, carries -0.4637; number 78, O, carries 0.0488; number 79, C, carries -0.0307; number 80, H, carries 0.0774; number 81, H, carries 0.0639; number 82, H, carries 0.0834; number 83, H, carries 0.0803; number 84, H, carries 0.0780; number 85, H, carries 0.0798; number 86, C, carries -0.0044; number 87, C, carries -0.5169; number 88, O, carries 0.0673; number 89, C, carries -0.0243; number 90, H, carries 0.0867; number 91, H, carries 0.0836; number 92, H, carries 0.0608; number 93, H, carries 0.0889; number 94, H, carries 0.0809; number 95, H, carries 0.0658; number 96, C, carries -0.0210; number 97, C, carries -0.4290; number 98, O, carries 0.0190; number 99, C, carries -0.0349

Below is a 4-piece molecular cluster, C41H53Br2Cl2NO13S overall, with properties calculated with wB97M-V/def2-TZVPD.

* lowest unoccupied orbital energy: -1.839 eV
* molar mass: 1030.650 Da
* SMILES: CCCCCCCCC[C@](CCCCS(=O)(=O)O)(OCCC(=O)O)[C@H]([C@H](Cl)[C@H](C)Cl)N(Br)CC(=O)Br.O=C1C=CC(=O)C=C1.O=C1C=CC(=O)C=C1.O=C1C=CC(=O)C=C1
* HOMO-LUMO gap: 6.970 eV

Element x y z (Å)
C  2.909  1.311  -8.521
C  1.415  1.007  -8.610
C  0.716  0.931  -7.249
C  -0.784  1.245  -7.336
C  -1.591  0.655  -6.179
C  -1.353  1.386  -4.843
C  -1.076  0.429  -3.685
C  -1.007  1.132  -2.319
C  0.158  0.602  -1.485
C  0.398  1.272  -0.092
C  0.471  0.107  0.906
C  1.579  -0.921  0.609
C  2.556  -1.193  1.764
C  3.999  -1.475  1.359
S  4.216  -2.657  0.050
O  5.536  -3.180  0.149
O  3.084  -3.539  -0.020
O  4.191  -1.749  -1.261
O  -0.754  2.094  0.141
C  -1.210  2.327  1.459
C  -2.127  3.551  1.406
C  -2.906  3.508  0.116
O  -3.771  2.722  -0.105
O  -2.516  4.441  -0.796
C  1.684  2.177  -0.202
C  1.922  3.153  0.969
Cl  3.323  4.195  0.548
C  2.194  2.522  2.336
C  2.136  3.571  3.451
Cl  3.792  1.700  2.353
N  1.696  2.899  -1.470
Br  3.107  2.594  -2.605
C  0.850  4.029  -1.733
C  1.520  5.383  -1.992
O  2.106  5.690  -2.952
Br  1.159  6.729  -0.599
H  3.486  0.431  -8.224
H  3.299  1.646  -9.484
H  3.103  2.101  -7.791
H  1.254  0.067  -9.145
H  0.929  1.796  -9.193
H  1.194  1.641  -6.565
H  0.840  -0.063  -6.803
H  -1.175  0.882  -8.291
H  -0.910  2.334  -7.333
H  -2.655  0.651  -6.429
H  -1.302  -0.397  -6.063
H  -2.221  2.005  -4.600
H  -0.471  2.027  -4.959
H  -0.139  -0.103  -3.891
H  -1.854  -0.342  -3.661
H  -1.936  0.938  -1.779
H  -0.943  2.210  -2.463
H  -0.069  -0.456  -1.314
H  1.071  0.621  -2.080
H  0.503  0.392  1.959
H  -0.478  -0.420  0.779
H  2.130  -0.627  -0.288
H  1.098  -1.866  0.370
H  2.548  -0.352  2.459
H  2.199  -2.062  2.324
H  4.567  -1.894  2.192
H  4.525  -0.573  1.038
H  3.335  -1.860  -1.701
H  -0.392  2.531  2.154
H  -1.769  1.470  1.848
H  -1.545  4.469  1.496
H  -2.825  3.516  2.243
H  -2.503  4.010  -1.664
H  2.551  1.512  -0.207
H  1.082  3.843  1.093
H  1.452  1.759  2.549
H  1.111  3.606  3.833
H  2.378  4.565  3.080
H  2.761  3.287  4.291
H  0.137  4.157  -0.922
H  0.269  3.863  -2.651
O  -2.810  -5.665  -2.005
C  -2.381  -4.985  -1.098
C  -0.921  -4.847  -0.862
C  -0.450  -4.107  0.138
C  -1.371  -3.385  1.056
O  -0.941  -2.701  1.965
C  -2.829  -3.524  0.823
C  -3.297  -4.264  -0.178
H  -0.273  -5.385  -1.543
H  0.612  -4.001  0.329
H  -3.479  -2.993  1.507
H  -4.358  -4.380  -0.364
O  1.333  2.654  6.301
C  1.743  2.748  7.439
C  2.796  3.731  7.796
C  3.248  3.835  9.042
C  2.716  2.973  10.130
O  3.126  3.069  11.265
C  1.662  1.990  9.770
C  1.211  1.886  8.524
H  3.168  4.349  6.988
H  4.015  4.543  9.329
H  1.291  1.373  10.579
H  0.443  1.179  8.236
O  -5.083  -10.389  2.624
C  -5.293  -9.223  2.378
C  -4.505  -8.144  3.030
C  -4.738  -6.862  2.762
C  -5.793  -6.456  1.800
O  -6.000  -5.287  1.553
C  -6.580  -7.532  1.148
C  -6.348  -8.814  1.415
H  -3.742  -8.467  3.726
H  -4.179  -6.058  3.223
H  -7.342  -7.209  0.450
H  -6.906  -9.618  0.952

Löwdin atomic charge list, values in e, 99 entries: number 1, C, carries -0.1170; number 2, C, carries -0.2717; number 3, C, carries -0.2294; number 4, C, carries -0.2252; number 5, C, carries -0.2134; number 6, C, carries -0.2071; number 7, C, carries -0.2012; number 8, C, carries -0.1715; number 9, C, carries -0.1103; number 10, C, carries -0.3534; number 11, C, carries -0.1146; number 12, C, carries -0.1752; number 13, C, carries -0.2219; number 14, C, carries -0.2488; number 15, S, carries 0.5943; number 16, O, carries -0.2598; number 17, O, carries -0.2843; number 18, O, carries -0.1554; number 19, O, carries -0.1076; number 20, C, carries -0.1741; number 21, C, carries -0.0483; number 22, C, carries -0.5266; number 23, O, carries 0.1387; number 24, O, carries 0.0905; number 25, C, carries -0.3248; number 26, C, carries -0.6125; number 27, Cl, carries 0.6775; number 28, C, carries -0.7089; number 29, C, carries -0.1209; number 30, Cl, carries 0.7098; number 31, N, carries -0.5754; number 32, Br, carries 0.8394; number 33, C, carries -0.2784; number 34, C, carries -0.8030; number 35, O, carries 0.0486; number 36, Br, carries 0.6611; number 37, H, carries 0.0703; number 38, H, carries 0.0663; number 39, H, carries 0.0674; number 40, H, carries 0.1079; number 41, H, carries 0.1045; number 42, H, carries 0.1019; number 43, H, carries 0.1132; number 44, H, carries 0.1088; number 45, H, carries 0.1159; number 46, H, carries 0.1071; number 47, H, carries 0.1050; number 48, H, carries 0.1139; number 49, H, carries 0.1039; number 50, H, carries 0.1117; number 51, H, carries 0.1172; number 52, H, carries 0.1199; number 53, H, carries 0.0801; number 54, H, carries 0.1208; number 55, H, carries 0.0874; number 56, H, carries 0.1030; number 57, H, carries 0.1158; number 58, H, carries 0.0933; number 59, H, carries 0.0765; number 60, H, carries 0.0478; number 61, H, carries 0.1210; number 62, H, carries 0.1131; number 63, H, carries 0.0764; number 64, H, carries 0.0927; number 65, H, carries 0.1026; number 66, H, carries 0.1390; number 67, H, carries 0.1208; number 68, H, carries 0.1321; number 69, H, carries 0.1176; number 70, H, carries 0.1058; number 71, H, carries 0.0956; number 72, H, carries 0.0653; number 73, H, carries 0.0753; number 74, H, carries 0.0675; number 75, H, carries 0.0524; number 76, H, carries 0.0820; number 77, H, carries 0.1194; number 78, O, carries 0.1103; number 79, C, carries -0.3818; number 80, C, carries 0.0321; number 81, C, carries 0.0220; number 82, C, carries -0.3769; number 83, O, carries 0.0941; number 84, C, carries 0.0232; number 85, C, carries 0.0201; number 86, H, carries 0.1253; number 87, H, carries 0.0988; number 88, H, carries 0.1249; number 89, H, carries 0.1143; number 90, O, carries 0.0910; number 91, C, carries -0.3749; number 92, C, carries 0.0225; number 93, C, carries 0.0246; number 94, C, carries -0.3842; number 95, O, carries 0.1133; number 96, C, carries 0.0237; number 97, C, carries 0.0210; number 98, H, carries 0.1213; number 99, H, carries 0.1236

Q: Look up the molar mass of the second one.
A: 1030.650 Da